Density functional theory data (wB97M-V/def2-TZVPD) for a cluster of 11 separate species, C60H153N11O19 in total in a non-equilibrium geometry.

Last column: Löwdin charge in e.
Atoms and positions in Å:
C -10.0707 -3.8900 0.5682  -0.1078
O -10.8875 -3.5731 -0.5282  -0.1991
C -11.3760 -2.2541 -0.5651  -0.2080
C -12.3798 -2.0544 -1.7217  -0.4320
C -11.6901 -2.0381 -3.0844  -0.0558
N -13.0585 -0.7842 -1.5663  0.0514
H -9.7274 -4.9192 0.4887  0.0882
H -10.5806 -3.7324 1.5240  0.0867
H -9.1606 -3.2780 0.5747  0.0891
H -11.7873 -1.9981 0.4207  0.1145
H -10.5921 -1.4923 -0.7143  0.1292
H -13.0932 -2.8818 -1.7179  0.0959
H -11.0536 -1.1498 -3.1300  0.0819
H -12.3904 -2.0333 -3.9156  0.0643
H -11.0381 -2.9071 -3.1837  0.0710
H -12.3305 -0.1145 -1.3115  0.0875
H -13.7290 -0.6292 -0.8155  0.0442
C -14.1037 -3.5344 1.0097  -0.0976
O -15.3649 -4.1772 0.8993  -0.1982
C -15.4696 -5.1340 1.9540  -0.1977
C -16.9101 -5.6702 1.9967  -0.4415
C -17.9089 -4.6277 2.4842  -0.0478
N -16.9204 -6.8238 2.9060  0.0332
H -13.9577 -2.8417 1.8441  0.0963
H -14.0661 -2.8898 0.1258  0.0545
H -13.3045 -4.2777 0.9334  0.0912
H -14.7100 -5.9186 1.8814  0.1060
H -15.2578 -4.6449 2.9119  0.1286
H -17.2261 -6.0378 1.0126  0.1150
H -17.7846 -3.6428 2.0400  0.0594
H -17.8779 -4.5681 3.5726  0.0842
H -18.8839 -5.0305 2.1943  0.0799
H -17.8443 -7.2497 2.9339  0.0761
H -16.3755 -7.5585 2.4551  0.0627
C -16.6996 2.4679 3.2138  -0.1241
O -16.6353 2.6979 1.8115  -0.2208
C -15.3133 2.9675 1.3592  -0.1902
C -14.8301 1.9314 0.3393  -0.4092
C -15.7461 1.8147 -0.9014  -0.0360
N -14.7155 0.6188 0.9610  0.0510
H -16.5523 3.3539 3.8387  0.0976
H -15.9761 1.7015 3.4950  0.0960
H -17.7262 2.1593 3.4090  0.0512
H -15.3255 3.9609 0.8952  0.1261
H -14.6250 3.0352 2.2065  0.1186
H -13.8659 2.2400 -0.0737  0.1357
H -15.8525 2.8294 -1.2973  0.0898
H -16.7584 1.5272 -0.6163  0.0761
H -15.2864 1.1784 -1.6507  0.0291
H -15.5724 0.4118 1.4673  0.0580
H -13.9883 0.6821 1.6704  0.0817
C -17.4962 -8.3482 -2.1028  -0.1349
O -16.2348 -7.7504 -2.0713  -0.1746
C -15.5340 -8.0456 -0.8700  -0.2069
C -14.3165 -7.1549 -0.7756  -0.2124
N -13.2521 -7.6654 -1.6182  -0.0606
C -12.1002 -6.7865 -1.7646  -0.1627
C -12.5052 -5.5835 -2.6294  -0.2336
O -12.7141 -5.9233 -3.9786  -0.1689
C -12.9289 -4.8121 -4.8037  -0.1103
H -17.5129 -9.4115 -2.3738  0.0911
H -18.1300 -7.8567 -2.8446  0.0819
H -18.0479 -8.2678 -1.1565  0.0836
H -15.2419 -9.1013 -0.9042  0.1308
H -16.1982 -7.8547 -0.0177  0.0987
H -13.9272 -7.0789 0.2406  0.1102
H -14.6594 -6.1578 -1.0884  0.1048
H -13.5809 -7.9066 -2.5460  0.1113
H -11.2607 -7.3808 -2.1135  0.1201
H -11.8879 -6.2808 -0.8177  0.1068
H -11.6755 -4.8611 -2.6068  0.0958
H -13.3310 -4.9952 -2.2121  0.1052
H -11.9381 -4.4454 -5.1160  0.0888
H -13.4251 -3.9822 -4.2960  0.0728
H -13.3834 -5.0803 -5.7560  0.0900
C -15.8918 -0.5549 -5.2921  -0.1155
O -16.2824 -1.4618 -4.3007  -0.1713
C -15.7260 -1.1342 -3.0507  -0.2215
C -16.0656 -2.1265 -1.9400  -0.1716
N -17.3683 -2.7823 -2.0942  -0.0246
C -17.3413 -4.1718 -1.6720  -0.1852
C -18.6818 -4.8711 -1.8824  -0.1904
O -19.1273 -4.8936 -3.2315  -0.1603
C -20.0240 -3.8839 -3.6262  -0.1160
H -14.8308 -0.5080 -5.5651  0.0848
H -16.0949 0.4971 -5.0397  0.0947
H -16.4884 -0.7425 -6.1840  0.0766
H -15.9796 -0.1151 -2.7314  0.0906
H -14.6296 -1.0843 -3.0888  0.0822
H -16.0817 -1.6043 -0.9752  0.1058
H -15.2227 -2.8182 -1.7988  0.0889
H -17.4949 -2.8361 -3.1055  0.0968
H -17.1231 -4.2972 -0.6100  0.0966
H -16.5962 -4.7678 -2.2196  0.1248
H -19.4326 -4.4183 -1.2225  0.0967
H -18.6318 -5.9225 -1.5984  0.1035
H -20.1545 -4.0529 -4.6993  0.0459
H -19.7217 -2.8516 -3.4640  0.0684
H -21.0309 -4.0265 -3.2105  0.0760
C -19.6633 1.1903 -4.9208  -0.1060
O -19.9334 1.1173 -3.5337  -0.1733
C -19.9748 -0.2365 -3.1117  -0.2320
C -20.1417 -0.2754 -1.6091  -0.1833
N -20.2380 -1.6416 -1.1414  -0.0526
C -20.3785 -1.8058 0.3021  -0.1816
C -19.2354 -1.2137 1.1309  -0.2282
O -19.4931 0.1329 1.4015  -0.1663
C -18.4487 0.8158 2.0361  -0.1291
H -19.4373 2.2341 -5.1253  0.0957
H -20.5879 0.9075 -5.4387  0.0773
H -18.8848 0.4973 -5.2485  0.0750
H -19.0467 -0.7168 -3.4478  0.1094
H -20.8021 -0.7484 -3.6225  0.1014
H -21.0666 0.2616 -1.3931  0.1241
H -19.2335 0.1680 -1.1814  0.1164
H -19.4507 -2.1923 -1.4676  0.0515
H -20.4601 -2.8832 0.4680  0.0884
H -21.3493 -1.4407 0.6478  0.1266
H -18.2863 -1.3597 0.5999  0.1225
H -19.3271 -1.7942 2.0644  0.1183
H -18.1609 0.3333 2.9813  0.1003
H -18.7420 1.8448 2.2222  0.0902
H -17.5364 0.7886 1.4230  0.0696
C -23.8678 2.0958 -10.5237  -0.1040
O -23.1773 1.4784 -9.4448  -0.2010
C -22.7278 0.1622 -9.7249  -0.2516
C -22.1044 -0.5761 -8.5628  -0.1955
N -23.2151 -1.0435 -7.7148  -0.0429
C -22.8060 -1.5730 -6.4132  -0.1862
C -21.7788 -2.7051 -6.5214  -0.1925
O -20.4842 -2.1484 -6.6991  -0.2097
C -19.4281 -3.0616 -6.8126  -0.1055
H -24.8185 1.5486 -10.5561  0.0885
H -23.3377 2.0836 -11.4755  0.0862
H -24.1403 3.0940 -10.1900  0.0850
H -21.9654 0.2794 -10.5163  0.1139
H -23.4584 -0.3965 -10.3248  0.1235
H -21.4803 0.1000 -7.9694  0.1109
H -21.5364 -1.3434 -9.0852  0.1207
H -23.8060 -0.2312 -7.5801  0.1085
H -23.7015 -1.9301 -5.9007  0.1034
H -22.3999 -0.7560 -5.7986  0.1018
H -21.9476 -3.3885 -7.3578  0.1390
H -21.8071 -3.2365 -5.5635  0.0592
H -18.5047 -2.5435 -6.5564  0.0838
H -19.3333 -3.4343 -7.8396  0.0934
H -19.5186 -3.9190 -6.1375  0.0643
C -29.6906 -5.7155 -0.8225  -0.1188
O -28.3216 -5.8671 -0.5576  -0.1863
C -27.6565 -6.6272 -1.5350  -0.2382
C -26.1663 -6.7240 -1.2661  -0.1985
N -25.4360 -5.4540 -1.3876  -0.0421
C -25.3075 -4.7296 -0.1277  -0.1721
C -24.2530 -5.3884 0.8053  -0.1990
O -22.9353 -4.8808 0.7494  -0.1764
C -22.3557 -5.0395 -0.5293  -0.1002
H -30.2041 -6.6732 -0.6807  0.0886
H -29.8990 -5.2858 -1.8063  0.0870
H -30.1325 -5.0443 -0.0851  0.0865
H -27.7824 -6.1782 -2.5320  0.1246
H -28.0908 -7.6340 -1.5915  0.1260
H -25.7376 -7.5392 -1.8519  0.1012
H -26.1105 -7.1221 -0.2464  0.1198
H -25.9155 -4.9174 -2.1009  0.1056
H -26.2664 -4.6427 0.3874  0.1117
H -24.8786 -3.7541 -0.3629  0.0991
H -24.1816 -6.4709 0.6167  0.1039
H -24.5225 -5.2828 1.8585  0.1227
H -21.4727 -4.4051 -0.5563  0.0539
H -22.9378 -4.8727 -1.4377  0.0532
H -22.0657 -6.1009 -0.5629  0.0866
C -28.7693 -1.6322 -1.2020  -0.1059
O -27.3847 -1.8084 -1.4573  -0.2004
C -26.6359 -0.7010 -0.9577  -0.2307
C -25.2247 -0.8624 -1.4427  -0.2103
N -25.1095 -0.6407 -2.8866  -0.0239
C -23.7046 -0.7903 -3.2936  -0.1777
C -23.3099 -2.2584 -3.4429  -0.2121
O -24.2359 -2.8501 -4.3535  -0.2335
C -23.9544 -4.2300 -4.5268  -0.0810
H -29.3846 -2.3818 -1.6976  0.0777
H -29.0428 -0.6307 -1.5421  0.0861
H -28.9508 -1.7736 -0.1294  0.0882
H -26.7562 -0.6680 0.1341  0.1231
H -27.0703 0.2615 -1.2579  0.1207
H -24.8560 -1.8612 -1.1882  0.0935
H -24.6314 -0.1465 -0.8665  0.1265
H -25.5504 -1.4370 -3.3418  0.0972
H -23.0201 -0.3165 -2.5885  0.1099
H -23.5644 -0.3385 -4.2786  0.0995
H -23.3073 -2.8040 -2.4930  0.1103
H -22.2976 -2.3316 -3.8594  0.0858
H -24.7554 -4.6415 -5.1354  0.1031
H -23.8560 -4.7117 -3.5503  0.0628
H -23.0027 -4.3656 -5.0541  0.0625
C -22.4196 -14.5521 -1.3727  -0.1104
O -22.1287 -13.1669 -1.3225  -0.1785
C -23.0914 -12.4755 -0.5834  -0.2614
C -22.7068 -10.9959 -0.4821  -0.2257
N -23.0408 -10.1956 -1.6402  -0.0358
C -22.9910 -8.7712 -1.3096  -0.2251
C -23.0528 -7.9420 -2.6050  -0.2270
O -21.8192 -8.1447 -3.2628  -0.2079
C -21.4736 -7.3062 -4.3479  -0.0796
H -23.4081 -14.7210 -1.8073  0.0870
H -22.3062 -14.9745 -0.3716  0.0871
H -21.7173 -15.0721 -2.0235  0.0842
H -23.2639 -12.8153 0.4462  0.1186
H -24.0784 -12.5126 -1.0645  0.1216
H -21.6425 -11.0152 -0.1937  0.1241
H -23.1428 -10.5844 0.4331  0.1160
H -22.2682 -10.2232 -2.3065  0.1123
H -22.0562 -8.4647 -0.8197  0.1168
H -23.8475 -8.4700 -0.7005  0.0979
H -23.3257 -6.9127 -2.3667  0.0839
H -23.7786 -8.4524 -3.2528  0.1258
H -22.1371 -7.5644 -5.1817  0.0919
H -20.4784 -7.5994 -4.6767  0.0888
H -21.4900 -6.2531 -4.0660  0.0668
C -13.2323 1.3926 -4.1960  -0.1194
O -13.7401 1.7765 -5.4535  -0.2172
C -12.6764 1.9336 -6.4000  -0.2026
C -13.3397 2.3200 -7.7091  -0.2206
N -14.3173 1.3272 -8.1033  -0.0601
C -15.1759 1.7523 -9.2033  -0.2059
C -16.4898 0.9906 -9.2527  -0.2287
O -17.3503 1.4805 -8.2460  -0.1941
C -18.5927 0.8242 -8.2074  -0.1096
H -12.6704 0.4576 -4.2353  0.0696
H -14.1035 1.3101 -3.5480  0.0633
H -12.6047 2.1635 -3.7280  0.0931
H -12.2277 0.9464 -6.5441  0.1262
H -11.9878 2.7152 -6.0781  0.1229
H -12.6040 2.4378 -8.5082  0.1232
H -13.8696 3.2735 -7.5538  0.1210
H -14.9597 1.2206 -7.3205  0.0851
H -14.6279 1.6645 -10.1419  0.1189
H -15.4876 2.7952 -9.0338  0.1205
H -16.3319 -0.0701 -9.0052  0.1251
H -16.9520 1.0388 -10.2441  0.1213
H -18.9933 0.7582 -9.2252  0.0900
H -19.3078 1.3259 -7.5612  0.0710
H -18.4887 -0.1946 -7.8127  0.0783

Output
orbital gap = 0.30975 hartree
highest occupied orbital energy = -0.29670 Eh
max |F| = 2.59 eV/Å
DFT total energy = -4409.2060 a.u.
total charge = 0
structure (SMILES) = COC[C@H](C)N.COC[C@H](C)N.COC[C@H](C)N.COCCNCCOC.COCCNCCOC.COCCNCCOC.COCCNCCOC.COCCNCCOC.COCCNCCOC.COCCNCCOC.COCCNCCOC
LUMO = 0.013 hartree
energy above the lowest of the compared OMol25 structures with the same formula, charge and spin = 37.2 kcal/mol